DFT (ωB97M-V/def2-TZVPD) results for 7 unconnected molecules or ions with the total composition C42H35F7 at a distorted geometry.

The geometry in XYZ format:
```
84
Properties=species:S:1:pos:R:3:forces:R:3
F 3.3977 1.4764 2.9331 0.0 0.7 0.0
C 4.1231 0.4885 3.4535 0.4 -1.8 0.4
C 3.6888 -0.8150 3.2293 0.6 0.2 1.3
C 4.3857 -1.8754 3.7831 0.4 0.8 -0.7
C 5.5835 -1.6542 4.4444 0.0 -1.4 -0.6
C 6.0614 -0.3673 4.6084 -0.9 -0.6 0.4
C 5.2876 0.7011 4.1887 0.1 1.8 -1.0
H 2.7688 -1.0825 2.8088 -1.2 0.3 -1.0
H 4.0266 -2.8498 3.5207 0.0 -0.5 0.3
H 6.1396 -2.5727 4.6821 0.1 0.8 0.4
H 6.9612 -0.2624 5.1614 0.7 0.5 0.2
H 5.6371 1.7531 4.2574 -0.2 -0.9 0.2
F -4.0678 1.9184 0.2589 0.2 -0.1 0.2
C -3.6281 0.6730 0.5236 -1.1 -0.2 0.9
C -4.4930 -0.1674 1.2472 0.4 0.5 0.4
C -4.0613 -1.4639 1.5654 0.0 0.3 0.1
C -2.7696 -1.8221 1.1656 0.0 -0.9 -0.8
C -1.9261 -0.9489 0.4043 -0.8 -2.4 1.2
C -2.3596 0.3121 0.1329 -0.3 -0.2 0.2
H -5.3841 0.2801 1.7150 0.2 -0.4 -0.7
H -4.7350 -2.1751 2.1337 1.0 1.0 -0.7
H -2.5250 -2.8890 1.3418 0.4 0.9 -0.1
H -0.9812 -1.3248 -0.0133 -0.4 0.4 0.5
H -1.6624 0.9493 -0.3232 0.4 1.2 -0.8
F -6.9565 3.7237 -1.3203 0.5 -0.5 0.0
C -5.9611 2.9899 -1.8903 -0.4 -0.6 -0.1
C -4.6971 3.4615 -1.9498 2.3 1.2 -0.5
C -3.7145 2.7641 -2.7307 -1.2 0.4 0.8
C -4.0361 1.5419 -3.2627 -0.5 -0.4 -0.2
C -5.3067 0.9942 -3.0682 0.3 -0.3 -0.6
C -6.2485 1.7262 -2.3986 -1.0 0.3 0.4
H -4.4063 4.3795 -1.3966 -0.4 -0.6 -0.7
H -2.7479 3.1836 -2.9509 0.2 0.2 0.4
H -3.3692 0.9582 -3.8702 0.5 0.1 -0.1
H -5.5347 0.0291 -3.5547 0.0 0.6 0.6
H -7.2406 1.3639 -2.2189 -0.4 -0.3 -0.2
F 0.3304 -3.9056 -2.0666 1.4 -0.7 0.9
C -0.6457 -3.4558 -2.8200 -0.9 0.8 -0.5
C -1.8192 -3.0857 -2.1993 -0.1 0.0 -0.1
C -2.8487 -2.5526 -2.9806 0.1 -0.2 0.0
C -2.6542 -2.3099 -4.3709 0.0 -1.8 1.7
C -1.4732 -2.7988 -4.9537 -0.6 0.9 -0.4
C -0.4628 -3.3218 -4.1699 0.2 0.2 -0.9
H -1.8374 -3.2405 -1.1166 -0.5 0.1 -0.5
H -3.8294 -2.4455 -2.4776 0.7 0.5 -0.6
H -3.5519 -2.0339 -4.8798 0.0 0.4 -0.8
H -1.2573 -2.7695 -6.0337 -0.5 0.2 0.6
H 0.4449 -3.5427 -4.7074 0.4 -0.4 0.5
F 3.3558 -1.4985 -4.4121 -0.6 -0.4 -0.7
C 4.2190 -1.2574 -3.4384 0.6 0.5 1.3
C 4.1806 -2.0414 -2.2802 0.2 0.1 0.2
C 5.0163 -1.7176 -1.2097 0.2 1.2 0.2
C 5.7755 -0.5462 -1.2544 0.0 -0.1 -0.5
C 5.8542 0.1497 -2.4630 0.3 1.1 0.4
C 5.0662 -0.1524 -3.5648 -0.2 -1.2 0.7
H 3.4440 -2.8217 -2.1066 0.2 -0.1 -0.6
H 5.0521 -2.2460 -0.2651 -0.5 -0.3 -0.2
H 6.2401 -0.1177 -0.3557 0.1 -0.6 -0.5
H 6.4973 1.0416 -2.4974 -0.4 -0.4 -0.1
H 5.0640 0.4405 -4.4599 0.0 0.1 -0.2
F -0.2049 2.9972 -3.0095 -0.5 0.9 -0.8
C 0.4759 2.1142 -2.3026 -0.9 -2.2 0.5
C 1.0981 2.5184 -1.1657 1.6 1.1 -0.3
C 1.9034 1.6284 -0.4548 -1.2 -0.7 -0.1
C 1.9093 0.2795 -0.8273 -0.3 0.2 -0.9
C 1.1531 -0.1775 -1.9016 -0.4 0.6 -0.2
C 0.3623 0.7728 -2.6128 1.4 -1.6 0.2
H 1.1544 3.6056 -1.1372 0.0 -0.1 1.0
H 2.3493 1.9316 0.4623 0.7 0.3 0.4
H 2.5437 -0.4903 -0.4590 0.6 0.0 1.1
H 1.2651 -1.2781 -2.1256 -0.6 1.5 -0.2
H -0.1737 0.4257 -3.4611 -0.6 0.0 -0.6
F -1.2190 3.1860 7.3970 -0.5 0.4 0.4
C -1.2080 2.3805 6.3280 0.6 -0.2 -0.2
C 0.0358 2.2244 5.7325 -0.1 -1.2 -0.5
C 0.1646 1.3201 4.6932 -3.2 0.0 0.2
C -1.0057 0.6332 4.2294 1.4 -0.7 -1.4
C -2.2412 0.8473 4.7776 -0.2 1.2 1.6
C -2.3389 1.7504 5.8995 -0.8 -0.8 -1.2
H 0.8765 2.7085 6.1699 0.5 0.5 0.1
H 1.0251 1.2015 4.1268 1.8 -0.2 -0.6
H -0.8977 -0.0894 3.3512 -0.2 1.1 1.3
H -3.1365 0.3650 4.3902 0.2 0.1 0.1
H -3.3002 1.9770 6.3720 0.4 -0.2 -0.1
```
Positions in Å, forces in eV/Å.

Output
- SMILES = Fc1ccccc1.Fc1ccccc1.Fc1ccccc1.Fc1ccccc1.Fc1ccccc1.Fc1ccccc1.Fc1ccccc1
- highest occupied orbital energy (eV) = -9.032

DFT (ωB97M-V/def2-TZVPD) results for a single C2H2N4O2 molecule at a distorted geometry.

The geometry in XYZ format:
```
10
Properties=species:S:1:pos:R:3:forces:R:3
C 0.5223 0.6589 0.0173 0.4 -3.2 0.0
C 0.3005 -0.6686 0.0349 3.6 2.0 -0.3
N 1.7430 1.2598 -0.0967 -2.7 3.6 0.1
N 2.5435 -1.2967 0.0763 -0.7 -3.6 0.2
N 1.3553 -1.6776 -0.0191 0.2 1.9 0.5
N 2.7814 0.6665 -0.0444 3.4 1.7 -0.1
O 1.0181 -2.8412 -0.0618 -0.8 -2.2 -0.4
O 3.9090 1.0414 0.0411 0.1 0.3 -0.2
H -0.3853 1.1867 0.1738 -0.1 1.3 -0.2
H -0.6388 -0.9946 0.1087 -3.3 -1.9 0.3
```
Positions in Å, forces in eV/Å.

Output
- 2S+1 = 3
- expectation value of S² = 2.040
- highest occupied orbital energy (spin up / spin down) (eV) = -8.411 / -10.252

DFT (ωB97M-V/def2-TZVPD) results for a single C4H5NO molecule.

The geometry in XYZ format:
```
11
Properties=species:S:1:pos:R:3:forces:R:3
N 1.6036 0.9108 0.8607 0.1 -0.3 -0.2
C 1.6168 -0.0838 0.0787 0.1 0.2 0.2
O 0.5145 -0.5498 -0.5295 0.0 0.0 0.0
C -0.6695 0.1818 -0.2550 0.2 0.3 0.2
C -1.7256 -0.2495 -1.4754 -0.4 -0.3 0.4
C -2.2330 -0.7551 -0.4426 0.1 0.1 -0.4
H 2.5407 1.1032 1.2045 -0.1 0.0 0.0
H 2.4773 -0.6901 -0.2168 -0.1 0.1 0.1
H -0.5403 1.2473 -0.4461 0.0 -0.2 0.0
H -0.8704 0.1109 0.8266 0.0 0.0 -0.1
H -2.7142 -1.2257 0.3949 0.1 0.1 -0.1
```
Positions in Å, forces in eV/Å.

Output
- highest occupied orbital energy (eV) = -10.103

Let's list energy above the lowest of the compared OMol25 structures with the same formula, charge and spin in order: 1.888; 3.465; 4.987 eV.
Let's list molecular weight in order: 672.73; 114.06; 83.09 Da.